{"formula": "C6H17O6PS", "method": "ωB97M-V with the def2-TZVPD basis set", "smiles": "CO[C@H](COCS)CP(=O)(O)O.CO", "total_energy_ha": -1429.84301, "homo_ev": -9.09, "symbols": ["C", "O", "C", "C", "O", "C", "S", "C", "P", "O", "O", "O", "H", "H", "H", "H", "H", "H", "H", "H", "H", "H", "H", "H", "H", "C", "O", "H", "H", "H", "H"], "xyz": [[1.965468, 0.932610, 0.279560], [1.597329, -0.357192, 0.729925], [0.588204, -0.951696, -0.056483], [-0.282259, -1.794863, 0.871596], [-1.278146, -1.019943, 1.502169], [-2.508343, -0.962348, 0.812651], [-3.245116, 0.684666, 0.911746], [1.219486, -1.779959, -1.190348], [0.139780, -1.895988, -2.626834], [-1.287763, -1.731302, -2.310669], [0.674394, -0.823789, -3.684758], [0.552104, -3.243651, -3.385998], [2.944947, 1.160108, 0.695804], [1.245355, 1.678936, 0.627138], [2.038109, 0.975199, -0.813907], [-0.058849, -0.169364, -0.473602], [0.356263, -2.191649, 1.662699], [-0.717505, -2.638947, 0.323919], [-3.239812, -1.616869, 1.295803], [-2.390555, -1.240872, -0.234209], [-2.273807, 1.302598, 0.226897], [1.449184, -2.788054, -0.830203], [2.166077, -1.324458, -1.485080], [-0.039620, -0.192537, -3.865617], [0.667998, -3.978930, -2.770493], [-0.328228, 3.773858, 2.368369], [0.757608, 4.323275, 1.629758], [-0.752784, 2.973930, 1.765254], [0.000254, 3.349667, 3.320401], [-1.108317, 4.515766, 2.556889], [1.148546, 5.031797, 2.147626]], "atomic_forces_ev_per_a": [[0.059, 0.020, 0.032], [0.075, -0.011, 0.004], [-0.181, 0.045, 0.069], [0.041, -0.119, -0.173], [0.009, 0.011, 0.227], [-0.027, 0.073, -0.041], [0.067, 0.012, 0.081], [-0.004, -0.004, 0.120], [-0.105, -0.022, -0.173], [0.103, -0.054, 0.058], [-0.258, 0.130, 0.134], [0.137, 0.057, 0.260], [-0.035, 0.026, 0.038], [0.024, 0.044, -0.090], [0.001, 0.010, 0.027], [0.041, -0.026, -0.067], [0.037, -0.017, -0.021], [-0.070, 0.077, 0.001], [0.018, -0.042, -0.088], [0.014, -0.047, -0.008], [-0.033, 0.030, -0.080], [0.028, 0.042, 0.042], [-0.030, -0.046, -0.093], [0.184, -0.098, -0.071], [-0.085, -0.034, -0.181], [0.042, 0.017, -0.029], [-0.039, -0.040, 0.021], [-0.007, -0.012, 0.027], [-0.007, -0.017, -0.005], [-0.008, -0.003, -0.006], [0.010, -0.003, -0.015]]}



{"formula": "C6H17PSi", "method": "ωB97M-V with the def2-TZVPD basis set", "smiles": "CC(C)(C)[Si](C)(C)P", "total_energy_ha": -869.61276, "homo_ev": -8.79, "relative_energy_kcal_mol": 0.00, "symbols": ["C", "C", "C", "C", "C", "C", "Si", "P", "H", "H", "H", "H", "H", "H", "H", "H", "H", "H", "H", "H", "H", "H", "H", "H", "H"], "xyz": [[-0.793505, -1.237320, -1.455189], [-0.689805, -1.726604, 1.027804], [-2.110042, 0.002140, 0.249705], [0.785935, 1.481277, -1.427364], [0.704475, 1.706228, 1.651428], [-0.816611, -0.650205, -0.061888], [0.742072, 0.527657, 0.216533], [2.914633, -0.555391, 0.364321], [-1.103574, -0.557683, -2.328882], [0.132323, -1.829697, -1.722835], [-1.531417, -2.056088, -1.513371], [-1.672015, -2.206358, 1.356837], [-0.233941, -1.348927, 1.991304], [-0.023158, -2.610146, 0.845411], [-2.063485, 0.514147, 1.147053], [-2.489762, 0.672061, -0.449486], [-2.929896, -0.718310, 0.442534], [0.657227, 0.663774, -2.228116], [0.035675, 2.135785, -1.662465], [1.719886, 2.028540, -1.687762], [-0.231626, 1.444191, 2.205638], [1.594957, 1.703277, 2.261648], [0.709319, 2.684688, 1.219365], [3.215875, -0.722816, -0.959266], [3.476472, 0.655768, 0.517036]], "atomic_forces_ev_per_a": [[-0.327, -1.289, -1.845], [0.470, -1.867, 1.832], [-1.276, -1.097, 0.002], [2.389, -2.531, -1.069], [-0.819, -0.978, 0.309], [1.794, -0.466, 0.879], [0.838, -0.392, -1.968], [-2.335, -1.355, 1.221], [0.743, -0.680, 1.491], [-0.512, 1.150, 0.304], [-0.206, 0.237, 0.208], [0.963, 0.751, -0.665], [-0.613, 0.048, -0.821], [-0.368, 0.844, -0.516], [0.210, 1.246, 2.032], [-0.383, 1.303, -1.581], [0.430, -0.077, -0.409], [0.522, 1.133, 1.049], [-2.334, 1.790, -0.084], [-0.355, -0.532, 0.429], [0.858, 0.758, 0.000], [0.056, -0.471, 0.487], [-0.615, 0.748, -0.193], [0.089, 0.106, -1.107], [0.780, 1.621, 0.013]]}



{"formula": "C6H18AlO18S3", "method": "ωB97M-V with the def2-TZVPD basis set", "total_energy_ha": -3030.23536, "homo_ev": 0.94, "relative_energy_kcal_mol": 43.72, "total_charge": -3, "symbols": ["Al", "S", "O", "O", "O", "O", "S", "O", "O", "O", "O", "S", "O", "O", "O", "O", "C", "C", "O", "O", "H", "H", "H", "H", "H", "H", "C", "C", "O", "O", "H", "H", "H", "H", "H", "H", "C", "C", "O", "O", "H", "H", "H", "H", "H", "H"], "xyz": [[0.623526, -0.784959, 0.242285], [6.926735, 1.816337, -1.565843], [8.092907, 0.981648, -1.320026], [7.114291, 2.626085, -2.804794], [5.847874, 0.876507, -1.700070], [6.558369, 2.681635, -0.465226], [1.389037, 4.720265, -3.534852], [2.542882, 4.913195, -4.407863], [0.889965, 3.420309, -3.780496], [1.889259, 4.936182, -2.137076], [0.353758, 5.703084, -3.899117], [3.261342, 2.476372, 5.866036], [3.743566, 3.825289, 5.925214], [2.983628, 2.452923, 4.429951], [4.201919, 1.456167, 6.285653], [1.994334, 2.209924, 6.533834], [3.708171, -5.335420, -2.871340], [2.379762, -6.063681, -2.935954], [1.278481, -5.144912, -2.867310], [3.717186, -4.776508, -1.530577], [3.724652, -4.498031, -3.568915], [4.448162, -6.110437, -3.071042], [2.381504, -6.741804, -2.082572], [2.266008, -6.780724, -3.748982], [0.596621, -5.521998, -3.428077], [4.563386, -4.337340, -1.417984], [-5.521818, -0.994568, -1.892105], [-5.638603, -2.350111, -1.185250], [-4.654144, -2.403293, -0.266984], [-4.350553, -0.794122, -2.660937], [-5.701231, -0.249303, -1.117183], [-6.333520, -0.768339, -2.583532], [-5.489261, -3.162766, -1.896157], [-6.675766, -2.353314, -0.850021], [-4.848651, -3.070523, 0.395259], [-4.176210, 0.065853, -3.050360], [-3.775121, 2.002685, 4.207384], [-3.586099, 3.426439, 3.767867], [-3.021526, 3.310670, 2.503118], [-2.675629, 1.153367, 4.290898], [-4.420024, 1.518312, 3.474187], [-4.370479, 2.100862, 5.115136], [-2.854755, 3.820424, 4.473583], [-4.507999, 3.994845, 3.890800], [-2.768500, 4.209487, 2.280177], [-2.107435, 1.543287, 4.959265]], "atomic_forces_ev_per_a": [[0.341, 0.490, 0.019], [0.724, 0.677, -0.903], [1.725, -0.082, 0.516], [-0.232, -0.333, 0.539], [-2.701, -1.959, -1.329], [0.616, 1.434, 1.095], [0.155, 2.733, 0.509], [1.750, 0.562, -0.698], [-1.430, -3.858, 0.241], [-0.504, -0.182, -0.671], [-0.303, 0.689, 0.512], [-1.091, -2.036, -0.298], [1.319, 2.958, 1.851], [-0.477, -1.202, -2.919], [1.343, -0.387, 0.273], [-1.385, 0.479, 1.249], [-1.555, 0.345, 0.779], [-0.238, -0.070, 0.440], [0.377, -0.616, -0.243], [0.554, -0.766, -0.849], [0.264, -0.236, -0.318], [0.583, 0.320, 0.186], [-0.173, 0.164, 0.559], [0.241, 0.458, -0.694], [-0.170, 0.229, 0.055], [0.086, 0.261, 0.133], [-0.684, 1.274, -0.825], [-0.605, 1.009, -3.166], [1.386, -0.140, 2.439], [0.939, -1.425, 0.541], [0.668, 0.259, 0.352], [-0.694, -0.770, 0.010], [-0.335, -0.173, -0.401], [-0.095, -0.236, 0.568], [0.115, -0.033, 0.046], [-0.633, 0.238, 0.454], [-2.189, -0.256, -0.345], [1.507, -1.517, 0.968], [-0.313, 1.288, -0.794], [0.265, 0.537, 0.456], [-0.237, 0.026, -0.102], [0.047, -0.543, 0.661], [0.197, 0.605, 0.126], [-0.277, 0.023, -0.452], [0.436, -0.034, -0.654], [0.680, -0.206, 0.082]]}



{"formula": "C6H18B2N4", "method": "ωB97M-V with the def2-TZVPD basis set", "smiles": "CB1N(C)N(C)B(C)N(C)N1C", "total_energy_ha": -508.16948, "homo_ev": -7.40, "relative_energy_kcal_mol": 0.00, "symbols": ["B", "B", "N", "N", "N", "N", "C", "C", "C", "C", "C", "C", "H", "H", "H", "H", "H", "H", "H", "H", "H", "H", "H", "H", "H", "H", "H", "H", "H", "H"], "xyz": [[-0.536368, 0.523656, 1.138288], [0.274322, -0.740410, -1.307224], [-0.123117, 1.315055, -0.047152], [-0.182719, -0.871079, 1.061158], [-0.168545, 0.667052, -1.335263], [0.780100, -1.181899, 0.012665], [-1.126568, 1.082358, 2.473147], [-0.016349, -1.792372, -2.426960], [0.508046, 2.605111, -0.015318], [-0.599478, -1.871281, 1.969130], [-0.922294, 1.280551, -2.377454], [2.143375, -1.277253, 0.403081], [-2.039794, 0.509782, 2.663717], [-0.426011, 0.870116, 3.288625], [-1.361182, 2.133014, 2.550954], [0.564320, -2.716769, -2.323559], [0.348461, -1.337168, -3.342872], [-1.053374, -2.038553, -2.552187], [-0.243665, 3.361169, -0.200236], [1.003137, 2.748265, 0.938845], [1.283395, 2.654250, -0.791773], [-0.090305, -2.837428, 1.836403], [-1.653167, -2.017367, 1.800357], [-0.436206, -1.518348, 2.967246], [-1.569277, 2.064650, -1.952377], [-1.587494, 0.566055, -2.853803], [-0.252915, 1.743751, -3.104485], [2.725019, -1.762879, -0.386143], [2.209489, -1.888463, 1.308189], [2.549165, -0.273566, 0.605001]], "atomic_forces_ev_per_a": [[1.510, -0.252, -1.176], [-1.001, 1.409, 1.399], [-0.916, -1.366, 0.095], [1.506, 2.597, -1.758], [1.552, -2.789, 1.706], [-1.960, -0.983, -0.237], [0.007, -0.177, 0.229], [1.501, 0.434, -0.632], [-0.066, -0.237, -0.444], [-0.089, -0.951, -0.262], [-0.576, 0.979, 0.119], [-0.002, 0.382, 0.453], [-0.037, 0.102, 0.249], [-0.131, -0.145, 0.036], [-0.139, 0.339, -0.300], [-0.225, 0.169, 0.274], [-0.249, -0.061, -0.666], [-0.622, -0.040, 0.007], [0.120, 0.748, 0.024], [-0.088, 0.233, 0.204], [-0.155, 0.028, 0.125], [-0.021, 0.452, -0.128], [-0.618, -0.505, 0.344], [0.017, -0.060, 0.823], [0.217, -0.181, -0.150], [0.073, -0.148, -0.245], [-0.207, 0.035, -0.235], [-0.044, 0.088, 0.045], [0.255, 0.044, -0.028], [0.388, -0.144, 0.128]]}



{"formula": "C6H18BaNO6", "method": "ωB97M-V with the def2-TZVPD basis set", "total_energy_ha": -770.50225, "homo_ev": -9.08, "relative_energy_kcal_mol": 163.32, "total_charge": 1, "symbols": ["Ba", "N", "O", "O", "O", "C", "C", "O", "H", "H", "H", "H", "H", "H", "C", "C", "O", "H", "H", "H", "H", "H", "H", "C", "C", "O", "H", "H", "H", "H", "H", "H"], "xyz": [[-8.258168, -7.018183, 7.883325], [-8.723537, -7.386461, 1.580959], [-8.461203, -6.748726, 2.559453], [-9.230889, -8.490475, 1.774943], [-8.533563, -6.943279, 0.472282], [-1.495630, -2.249521, 8.516976], [-2.281894, -3.474852, 8.874277], [-3.601877, -3.408559, 8.392730], [-0.541547, -2.048559, 9.004251], [-2.026728, -1.317601, 8.323174], [-1.170216, -2.236555, 7.476766], [-2.377784, -3.485561, 9.959995], [-1.817248, -4.400830, 8.535513], [-4.009336, -2.553140, 8.547112], [-4.214410, -12.258116, 8.997365], [-3.847810, -10.815029, 8.620483], [-4.494360, -10.600537, 7.461941], [-3.883983, -12.912581, 8.190772], [-5.275944, -12.428284, 9.177055], [-3.674785, -12.564050, 9.893640], [-2.786327, -10.574797, 8.560108], [-4.205320, -10.156014, 9.411679], [-4.160986, -11.178860, 6.772008], [-13.387034, -3.631987, 4.464737], [-13.379190, -4.972677, 5.236016], [-12.875958, -4.827258, 6.564726], [-13.608733, -2.786854, 5.116425], [-13.968206, -3.772840, 3.553426], [-12.406927, -3.386195, 4.055985], [-12.765732, -5.767219, 4.811192], [-14.366379, -5.426467, 5.323445], [-13.596830, -4.693945, 7.184548]], "atomic_forces_ev_per_a": [[0.016, -0.006, -0.725], [-1.203, -1.823, -1.294], [1.445, 3.006, 3.745], [-0.560, -1.608, -0.386], [0.350, 0.455, -1.438], [1.252, 0.980, -2.320], [-0.110, 1.068, 1.374], [-1.049, -0.830, -1.051], [-0.399, -0.177, 0.697], [-0.740, 0.157, 1.458], [0.292, -1.096, -0.491], [0.408, -0.427, 0.294], [-0.163, 0.110, -0.105], [0.422, 0.167, 0.151], [1.418, -0.064, 0.817], [0.264, -1.666, 2.346], [-1.710, 2.053, -2.852], [-0.060, -0.143, -0.009], [0.000, 0.376, -0.170], [-0.010, -0.188, 0.097], [0.318, -0.531, -0.030], [-0.398, 0.320, -0.153], [0.060, -0.047, -0.005], [0.934, -1.118, -0.209], [-0.212, 0.190, 0.221], [0.647, 0.017, 0.675], [-0.750, -0.179, -0.204], [-0.590, 0.491, 0.307], [0.353, -0.258, 0.239], [0.143, 0.362, -0.530], [-0.279, 0.285, -0.285], [-0.088, 0.124, -0.165]]}



{"formula": "C6H18BaO14S2", "method": "ωB97M-V with the def2-TZVPD basis set", "total_energy_ha": -2114.71895, "homo_ev": -0.01, "relative_energy_kcal_mol": 0.00, "total_charge": -2, "symbols": ["Ba", "S", "O", "O", "O", "O", "S", "O", "O", "O", "O", "C", "C", "O", "O", "H", "H", "H", "H", "H", "H", "C", "C", "O", "O", "H", "H", "H", "H", "H", "H", "C", "C", "O", "O", "H", "H", "H", "H", "H", "H"], "xyz": [[0.373760, 0.551979, -0.435970], [-1.644823, 3.515460, -0.236445], [-2.925739, 2.851370, -0.510206], [-1.418238, 3.190901, 1.212175], [-0.593170, 2.875457, -1.078251], [-1.712696, 4.956531, -0.406044], [-2.903415, -0.590154, 1.134575], [-4.113523, 0.214018, 1.335699], [-1.829476, 0.436078, 0.910175], [-2.564941, -1.299846, 2.368729], [-3.010573, -1.548846, 0.007741], [2.644150, -2.160566, -0.443647], [1.364342, -2.837943, 0.067886], [0.192049, -2.087073, -0.238428], [2.757247, -0.863100, 0.131172], [2.736898, -2.204451, -1.532884], [3.470821, -2.815132, -0.135087], [1.411137, -3.078066, 1.133078], [1.305589, -3.809236, -0.440426], [-0.578519, -2.674184, -0.172435], [3.642364, -0.491246, 0.131447], [-0.108942, -0.306096, -3.714337], [-1.304070, -0.897039, -2.971200], [-1.756180, 0.064892, -2.039407], [1.099903, -0.319620, -2.897408], [-0.246638, 0.766398, -3.879078], [0.152271, -0.804142, -4.650802], [-1.039841, -1.855928, -2.514738], [-2.139822, -0.960477, -3.678958], [-2.640651, -0.163627, -1.690555], [1.818415, -0.406725, -3.525288], [0.724960, 0.781973, 3.303207], [1.554598, 1.934217, 2.854666], [1.098058, 2.500025, 1.640353], [0.682675, -0.221967, 2.309579], [-0.254889, 1.182973, 3.588848], [1.130275, 0.364034, 4.237376], [2.616935, 1.677525, 2.757882], [1.475089, 2.740953, 3.599062], [0.146910, 2.834378, 1.758011], [0.387700, -1.043700, 2.709935]], "atomic_forces_ev_per_a": [[-2.160, 2.214, 1.725], [-3.456, -1.516, 2.110], [0.004, 0.581, -1.352], [2.163, 0.480, 0.612], [1.787, -0.286, -0.686], [0.716, 1.169, -0.734], [-0.526, 3.133, 1.510], [-0.743, -1.089, -0.466], [1.325, -1.270, -1.178], [0.652, -1.569, 1.000], [0.346, -0.613, -1.283], [0.270, -0.733, 0.712], [-0.254, -0.167, -0.692], [0.773, -1.052, -0.049], [-0.151, -0.214, -0.274], [-0.572, 0.614, -0.115], [0.010, 0.105, 0.394], [0.188, 0.417, 0.129], [0.155, -0.026, -0.090], [-0.394, 0.658, 0.282], [0.122, -0.335, -0.180], [0.343, 0.725, 0.382], [-0.714, 1.134, -0.363], [0.637, -0.206, -0.405], [0.176, -0.780, -0.375], [-0.697, -0.177, -0.347], [-0.469, -0.194, -0.006], [-0.150, -0.085, -0.076], [0.367, -0.784, -0.385], [0.416, -0.129, 0.648], [0.222, 0.094, 0.190], [-0.467, -0.230, 0.980], [-0.051, 1.314, -0.440], [0.536, -0.676, 0.236], [0.745, -0.022, 0.076], [-0.309, -0.361, -0.577], [0.240, 0.050, -0.020], [-0.029, -0.107, -0.172], [0.205, -0.327, 0.410], [-0.563, 0.126, -0.954], [-0.693, 0.135, -0.180]]}